Entry from the OMol25 dataset: a 2-piece molecular cluster, C21H40BClN2O2P overall (ωB97M-V/def2-TZVPD).

Properties
Molar mass   429.80 g mol⁻¹
Highest occupied orbital energy   -0.413 Eh
Calculated total energy   -1910.359275 Eh
Largest force on an atom   2.981 eV/Å
Frontier orbital gap   0.32770 Eh
LUMO level   -2.3 eV
Net charge   +1

```
68
Properties=species:S:1:pos:R:3:forces:R:3:mulliken_charge:R:1
C 0.49672 1.60433 -4.49134 0.43 0.42 0.58 -1.0852
C 1.69565 0.98302 -3.65547 -1.49 0.52 -0.88 -0.5374
P 1.13098 0.01188 -2.15493 1.15 -2.38 -1.18 0.0806
C -0.64237 -0.48899 -2.54585 0.18 1.23 0.31 -1.1900
N 0.93499 1.08395 -0.70764 -1.97 2.04 -0.92 -0.0443
C 1.51202 2.47565 -0.72858 0.79 0.94 1.72 -0.1842
Cl 0.74582 3.65739 -1.83679 0.60 -1.25 0.17 -0.0793
C 1.42667 2.97327 0.80168 -0.79 -0.35 -0.17 -0.6349
C 0.69093 4.31487 1.07657 -0.15 -0.08 0.72 -1.8737
C -0.87680 4.24087 0.98916 0.14 0.25 -0.84 1.3189
C -1.58202 3.96013 2.36011 0.22 0.43 -0.62 -0.9880
C -1.40822 5.52522 0.27440 -0.24 -0.28 0.12 -1.6001
C 0.80660 1.73111 1.59652 1.46 -0.30 -1.19 1.3630
C 1.41121 1.65643 3.03201 -0.74 0.93 0.55 -0.9870
C 0.36486 1.51467 4.18211 0.35 -0.97 0.09 -0.6433
C -0.62552 0.31640 4.04302 -0.34 0.27 0.62 -0.3743
N -1.93113 0.70045 3.43751 0.39 -0.61 0.03 -0.6025
C 1.32470 0.58558 0.63369 0.77 -0.28 1.39 -0.7830
B 1.10150 -0.95464 1.00647 -0.71 -1.31 0.85 0.9005
O 1.74635 -1.41647 2.17548 -0.66 1.39 -1.40 -0.4502
O 0.30305 -1.86478 0.28733 1.11 0.91 -0.08 -0.4878
C 1.18399 -2.98304 -0.09012 0.62 0.43 0.69 -0.7147
H 0.84069 2.48679 -5.06319 -0.11 -0.59 0.12 0.3070
H 0.05896 0.86082 -5.18221 0.24 0.42 0.38 0.3396
H -0.28589 1.98422 -3.80723 0.30 -0.27 -0.52 0.2695
H 2.48198 1.72858 -3.44606 -0.40 -0.37 0.19 0.4230
H 2.15355 0.23179 -4.33514 -0.02 0.14 0.84 0.4501
H -0.99467 -1.24420 -1.82405 0.35 0.25 -0.40 0.3738
H -1.32564 0.39148 -2.51158 0.31 -0.57 -0.08 0.3464
H -0.64808 -0.85714 -3.58734 0.06 0.00 0.56 0.4307
H -0.07537 1.30158 -0.72541 0.08 -0.37 0.51 0.4473
H 2.59468 2.30253 -0.86824 -0.60 0.52 -0.92 0.6112
H 2.50166 3.04990 1.07068 -0.73 0.05 0.26 0.4040
H 0.93325 4.61021 2.12286 0.08 -0.21 -0.59 0.5115
H 1.08077 5.14165 0.45058 -0.13 -0.62 0.19 0.5233
H -1.11055 3.38279 0.31421 0.01 0.52 0.26 -0.0566
H -0.82039 4.05300 3.15460 -0.60 -0.31 -0.15 0.1290
H -2.37167 4.70444 2.57363 0.39 -0.28 -0.20 0.4484
H -2.06859 2.97008 2.34325 0.41 0.46 0.43 0.1730
H -1.39246 6.40578 0.94564 -0.01 -0.49 -0.23 0.3651
H -0.81233 5.78614 -0.61964 -0.22 -0.22 0.41 0.3853
H -2.45026 5.36026 -0.06603 0.48 0.20 0.29 0.3881
H -0.30064 1.68624 1.52852 0.61 0.44 0.43 -0.2498
H 2.18160 0.87623 3.16172 -0.48 0.18 -0.43 0.3820
H 1.93204 2.62578 3.20007 -0.22 -0.59 -0.05 0.4456
H -0.22772 2.42536 4.36703 0.27 -0.37 -0.30 0.1990
H 0.94639 1.33011 5.11144 -0.26 0.20 -0.52 0.4963
H -0.19812 -0.56904 3.53262 0.14 0.53 0.26 -0.0990
H -0.86249 -0.01418 5.07637 0.15 0.14 -0.60 0.5586
H -2.60904 0.01872 3.77152 -0.11 0.25 -0.05 0.2793
H -1.90285 0.54059 2.43293 -0.03 0.10 0.06 0.2050
H 2.43353 0.69288 0.71136 -0.47 -0.19 -0.38 0.0068
H 1.15536 -2.02698 2.62334 0.20 -0.53 0.07 0.2681
H 2.20750 -2.55551 -0.19000 -0.52 -0.64 -0.27 0.2822
H 1.21821 -3.68630 0.75813 -0.15 -0.02 -0.65 0.3314
H 0.87797 -3.44105 -1.04105 -0.14 0.26 0.50 0.1935
C -0.56452 -6.23476 -1.09524 -0.03 0.00 -0.07 -0.2030
C -1.20804 -5.46263 -2.05501 0.04 -0.08 0.01 0.0332
C -1.88556 -6.07592 -3.10146 0.01 -0.01 0.02 -0.5312
C -1.92723 -7.46225 -3.18272 0.03 0.04 0.04 -0.3813
C -1.28694 -8.23421 -2.22099 0.00 0.05 0.00 -0.3989
C -0.60215 -7.62108 -1.17939 -0.02 0.03 -0.02 -0.5061
H -0.03381 -5.75666 -0.28072 -0.02 -0.04 0.00 0.2416
H -1.18178 -4.38063 -1.98784 -0.03 -0.01 0.00 0.3256
H -2.38195 -5.47428 -3.85287 -0.01 -0.02 0.02 0.3530
H -2.45907 -7.94073 -3.99542 0.01 0.01 0.02 0.3649
H -1.32127 -9.31464 -2.28392 0.01 0.03 0.00 0.3652
H -0.09904 -8.22308 -0.43309 -0.02 0.01 -0.01 0.3651
```
Forces are in eV/Å.